A 3-piece molecular cluster, C5H11NO overall at a distorted geometry. Source: the OMol25 dataset; level of theory: ωB97M-V/def2-TZVPD.

Frontier orbital gap = 4.10 eV
E = -8890.5673 eV
F_max = 0.078 Eh/bohr
HOMO level = -7.61 eV

Last column: Mulliken charge in e.
Positions of all 18 atoms, in Å:
C (-1.684, -0.031, 0.672)  -0.664
N (2.637, -0.230, 0.415)  -0.610
C (1.355, -0.360, -0.103)  -0.697
C (-1.550, 0.198, -0.655)  0.519
C (-0.782, -0.122, -1.702)  -0.302
C (-2.231, 0.823, -1.757)  -0.856
H (-2.432, 0.532, 1.206)  0.291
H (0.611, -0.738, 0.661)  0.277
H (-1.219, -0.895, 1.103)  0.442
H (2.484, -0.397, 1.549)  0.505
H (2.904, 0.758, 0.439)  0.269
H (1.272, -1.051, -0.956)  0.186
H (-0.807, -0.791, -2.538)  0.325
H (-3.248, 0.481, -1.953)  0.262
H (-1.903, 1.721, -2.249)  0.277
H (0.777, 0.560, -0.211)  0.333
H (2.065, 0.028, 3.418)  0.237
O (1.751, -0.485, 2.662)  -0.794